No. 1
Below is a structure of composition C55H49ClGeOP2S2Tc, with properties calculated with the ωB97M-V functional and the def2-TZVPD basis.

* frontier orbital gap (spin up / spin down): 7.0 / 7.0 eV
* strongest force on any atom: 3.6 eV Å⁻¹
* multiplicity: 1
* E_tot: -171353.8671 eV
* ΔE to the lowest compared entry with this formula, charge and spin: 0.000 eV
* E_HOMO (spin up / spin down): -10.40 / -10.33 eV
* total charge: +1

Each line ends with the Löwdin charge.
Geometry (Å):
Tc (-0.4405, -24.7085, -4.2357)  1.0119
S (-0.9382, -23.7778, -6.5474)  0.3323
P (0.4693, -22.4994, -5.7756)  0.5436
C (0.8757, -23.3148, -4.2516)  -0.6542
P (1.9659, -23.2539, -2.9354)  0.7679
S (0.8441, -24.4079, -1.4056)  0.7066
C (3.6154, -23.8400, -3.1469)  -0.3536
C (4.6440, -22.9706, -3.6511)  -0.0935
C (5.9893, -23.2888, -3.5442)  -0.0646
C (6.3363, -24.5540, -3.0691)  -0.0559
C (5.3620, -25.4870, -2.6856)  -0.0539
C (4.0027, -25.1597, -2.7855)  -0.0988
C (2.1917, -21.8288, -1.9081)  -0.3733
C (0.9792, -21.0857, -1.7284)  -0.1207
C (0.9508, -19.9345, -0.9457)  -0.0686
C (2.1073, -19.5306, -0.2736)  -0.0449
C (3.2757, -20.3195, -0.3475)  -0.0516
C (3.2690, -21.5071, -1.0627)  -0.0634
C (1.9780, -22.3492, -6.7546)  -0.3252
C (3.0667, -23.2193, -6.5451)  -0.0922
C (4.2845, -22.9692, -7.2004)  -0.0680
C (4.4524, -21.7893, -7.9319)  -0.0646
C (3.3572, -20.9554, -8.2186)  -0.0642
C (2.1214, -21.2744, -7.6725)  -0.0725
C (-0.1408, -20.7942, -5.5839)  -0.3388
C (0.6050, -19.8986, -4.7883)  -0.0830
C (0.2302, -18.5518, -4.7258)  -0.0755
C (-0.9056, -18.1615, -5.3623)  -0.0793
C (-1.6168, -19.0190, -6.2133)  -0.0581
C (-1.2951, -20.3604, -6.2424)  -0.1007
H (4.3196, -21.9951, -4.0031)  0.1116
H (6.7177, -22.5888, -3.9130)  0.1091
H (7.3689, -24.8164, -2.9362)  0.1052
H (5.6752, -26.4347, -2.2492)  0.1137
H (3.2195, -25.9040, -2.5114)  0.0837
H (0.0436, -21.4434, -2.2159)  0.1124
H (-0.0121, -19.4175, -0.8858)  0.1152
H (2.1583, -18.6175, 0.2861)  0.1034
H (4.2277, -20.0255, 0.0561)  0.1082
H (4.0869, -22.1965, -1.0000)  0.1072
H (2.8999, -24.1627, -6.0029)  0.0683
H (5.0821, -23.6985, -7.0792)  0.1117
H (5.4542, -21.4778, -8.2589)  0.1133
H (3.4944, -20.0746, -8.8261)  0.1068
H (1.2545, -20.6991, -7.9803)  0.1095
H (1.5124, -20.2313, -4.2880)  0.0987
H (0.9078, -17.8563, -4.1433)  0.1359
H (-1.3366, -17.1820, -5.2403)  0.1081
H (-2.4382, -18.6953, -6.8351)  0.1112
H (-1.9332, -21.0368, -6.7556)  0.0772
Cl (2.3197, -26.8061, -5.2725)  0.4330
C (0.4978, -26.3032, -5.0770)  -0.6753
H (0.2041, -27.2896, -4.6807)  -0.0243
H (0.2717, -26.3432, -6.1581)  -0.0298
C (-8.3481, -22.5723, -1.4853)  -0.0395
C (-7.0393, -22.8508, -2.1874)  -0.2460
C (-6.8477, -24.0922, -2.7985)  0.0080
C (-5.7541, -24.3005, -3.6465)  -0.1952
C (-5.8139, -25.5100, -4.5985)  -0.0202
C (-4.7208, -23.3811, -3.6584)  -0.1139
C (-3.4546, -23.7458, -4.2784)  -0.1123
O (-2.2716, -23.3948, -3.8950)  -0.2087
C (-4.9008, -22.1036, -3.0140)  -0.1788
C (-3.8788, -21.0852, -3.0894)  -0.0443
C (-6.0670, -21.8754, -2.2743)  0.0110
H (-8.5616, -23.1121, -0.5482)  0.0895
H (-9.2512, -22.7784, -2.1254)  0.1026
H (-8.3605, -21.4826, -1.2823)  0.0812
H (-7.5726, -24.9031, -2.6962)  0.1278
H (-6.5276, -26.2442, -4.2076)  0.0821
H (-4.8583, -26.0507, -4.6528)  0.0456
H (-6.0343, -25.2039, -5.6638)  0.1156
H (-3.5036, -24.6103, -4.9825)  0.1117
H (-4.2046, -20.1474, -3.5760)  0.1069
H (-2.9302, -21.3976, -3.5483)  0.0620
H (-3.5455, -20.7912, -2.0850)  0.1019
H (-6.2573, -20.9950, -1.7280)  0.1121
C (-0.1365, -25.3701, -2.5340)  -0.8386
Ge (-1.0137, -26.8709, -1.6171)  0.9179
C (-2.5336, -27.7270, -2.5520)  -0.2654
C (-3.5574, -28.3091, -1.7503)  -0.0927
C (-4.5309, -29.1175, -2.3055)  -0.1003
C (-4.6389, -29.2622, -3.6548)  -0.0784
C (-3.6354, -28.6842, -4.4984)  -0.0719
C (-2.6563, -27.8998, -3.9082)  -0.1561
C (-1.9902, -26.1205, -0.0995)  -0.3337
C (-3.1478, -25.4259, -0.4022)  -0.1415
C (-3.8751, -24.8462, 0.6172)  -0.0789
C (-3.4948, -24.9859, 1.9796)  -0.0555
C (-2.2219, -25.5517, 2.2303)  -0.0701
C (-1.4972, -26.1435, 1.1840)  -0.1162
C (0.0429, -28.3773, -0.9480)  -0.2493
C (1.2784, -28.7306, -1.4965)  -0.1124
C (2.0347, -29.7785, -0.9743)  -0.0844
C (1.5953, -30.4841, 0.1273)  -0.0866
C (0.3202, -30.2782, 0.6442)  -0.0666
C (-0.4127, -29.2233, 0.1129)  -0.0958
H (-3.6363, -28.0244, -0.6644)  0.1173
H (-5.1877, -29.5936, -1.5825)  0.1118
H (-5.4309, -29.8566, -4.0886)  0.1032
H (-3.6675, -28.8504, -5.5997)  0.1188
H (-1.9090, -27.4757, -4.5804)  0.0680
H (-3.4889, -25.3058, -1.4583)  0.1087
H (-4.7593, -24.2554, 0.2776)  0.1091
H (-4.1193, -24.6428, 2.7816)  0.0932
H (-1.8035, -25.5452, 3.2502)  0.1095
H (-0.5453, -26.6480, 1.4571)  0.1157
H (1.6812, -28.1517, -2.3034)  0.0704
H (3.0327, -29.9938, -1.3845)  0.1125
H (2.2326, -31.2048, 0.5917)  0.0988
H (-0.0072, -30.7794, 1.5176)  0.0967
H (-1.3664, -29.0455, 0.5595)  0.0868

No. 2
Below is a structure of composition C55H53AsN3O9SSb2V, with properties calculated with the ωB97M-V functional and the def2-TZVPD basis.

* frontier orbital gap (spin up / spin down): 6.8 / 6.8 eV
* strongest force on any atom: 5.4 eV Å⁻¹
* multiplicity: 3
* E_tot: -191225.7605 eV
* E_HOMO (spin up / spin down): -6.59 / -6.62 eV
* expectation value of S²: 2.020

Each line ends with the Löwdin spin population.
Geometry (Å):
V (-0.2171, 0.7493, 0.9672)  1.8465
C (0.6806, -3.6604, 2.4777)  0.0006
C (-0.6267, -4.2139, 3.0552)  -0.0003
C (-1.2709, -3.3068, 4.1049)  -0.0013
Sb (-1.5197, -1.1227, 3.8309)  0.0001
C (0.5854, -0.8895, 4.8054)  0.0011
C (1.7508, -0.6680, 4.0824)  0.0009
C (2.9108, -0.2045, 4.6871)  0.0011
C (2.9453, 0.0388, 6.0490)  -0.0001
C (1.7949, -0.1945, 6.7903)  0.0000
C (0.6300, -0.6356, 6.1762)  0.0001
C (-2.9390, -1.4787, 2.0617)  0.0037
C (-3.4115, -0.3341, 1.4163)  0.0064
C (-4.3522, -0.4058, 0.3974)  0.0037
C (-4.8858, -1.6363, 0.0341)  -0.0005
C (-4.4844, -2.7774, 0.7109)  0.0031
C (-3.5173, -2.6965, 1.7104)  -0.0007
Sb (0.3632, -2.4467, 0.6921)  0.0042
C (2.5369, -2.3151, 0.4553)  0.0020
C (3.4108, -3.3752, 0.2255)  0.0002
C (4.7829, -3.1767, 0.1481)  0.0000
C (5.3180, -1.9121, 0.3415)  0.0002
C (4.4696, -0.8479, 0.6029)  0.0006
C (3.0967, -1.0571, 0.6494)  0.0068
C (-0.1863, -4.1891, -0.5078)  -0.0018
C (0.6296, -5.2098, -0.9843)  -0.0002
C (0.0972, -6.2759, -1.6976)  -0.0001
C (-1.2663, -6.3409, -1.9450)  0.0000
C (-2.0928, -5.3295, -1.4792)  0.0000
C (-1.5538, -4.2631, -0.7731)  -0.0001
H (1.3471, -4.4637, 2.1574)  0.0001
H (1.1954, -3.0598, 3.2291)  0.0000
H (-0.4150, -5.1722, 3.5434)  -0.0001
H (-1.3244, -4.4313, 2.2414)  0.0000
H (-0.6783, -3.3457, 5.0221)  0.0000
H (-2.2772, -3.6623, 4.3449)  0.0000
H (1.7718, -0.8777, 3.0201)  0.0007
H (4.0292, -0.5554, 3.1672)  0.0001
H (3.8567, 0.3987, 6.5087)  0.0000
H (1.8162, -0.0323, 7.8618)  0.0000
H (-0.2695, -0.7788, 6.7705)  0.0000
H (-3.0620, 0.6342, 1.7449)  0.0028
H (-4.6967, 0.5034, -0.0866)  0.0001
H (-5.6349, -1.7001, -0.7467)  -0.0001
H (-4.9308, -3.7366, 0.4705)  0.0002
H (-3.2213, -3.6043, 2.2249)  -0.0001
H (3.0287, -4.3799, 0.1210)  0.0001
H (5.4383, -4.0160, -0.0500)  0.0000
H (6.3887, -1.7581, 0.2965)  0.0000
H (4.8725, 0.1473, 0.7550)  0.0001
H (2.4454, -0.2106, 0.8433)  0.0065
H (1.6951, -5.1915, -0.8097)  0.0000
H (0.7508, -7.0624, -2.0546)  0.0000
H (-1.6798, -7.1757, -2.4967)  0.0000
H (-3.1592, -5.3701, -1.6677)  0.0000
H (-2.2084, -3.4740, -0.4207)  0.0000
C (-0.1581, 2.3443, -6.8354)  0.0000
O (-0.5010, 2.1666, -5.4755)  0.0002
C (-1.8050, 1.8993, -5.1852)  0.0005
C (-2.8209, 1.7758, -6.1152)  -0.0001
C (-4.1132, 1.4669, -5.7011)  0.0008
C (-4.3788, 1.2579, -4.3618)  -0.0001
C (-3.3612, 1.3766, -3.4222)  0.0008
C (-2.0759, 1.7230, -3.8188)  0.0001
N (-0.9934, 1.8438, -2.9449)  0.0040
C (-1.0072, 1.8036, -1.5695)  0.0127
N (-1.9799, 2.5064, -0.9735)  0.0025
C (-2.1161, 2.8658, 0.3895)  0.0172
C (-1.3754, 2.2908, 1.4166)  -0.0090
C (-1.5894, 2.7838, 2.7113)  0.0175
C (-2.4925, 3.7999, 2.9588)  -0.0025
C (-3.2598, 4.3287, 1.9247)  0.0175
C (-3.0890, 3.8467, 0.6424)  -0.0015
O (-3.8111, 4.2523, -0.4457)  -0.0026
C (-4.9907, 4.9949, -0.2029)  0.0000
N (-0.0887, 1.1414, -0.9118)  0.0091
C (0.8109, 0.3443, -1.6793)  0.0031
C (2.1434, 0.6813, -1.8508)  0.0008
C (2.9744, -0.1145, -2.6300)  0.0001
C (2.4693, -1.2433, -3.2453)  -0.0002
C (1.1330, -1.5980, -3.0933)  0.0001
C (0.3046, -0.8140, -2.3105)  0.0003
O (-1.0118, -1.0691, -2.0883)  0.0017
C (-1.7037, -1.8021, -3.0929)  0.0001
H (0.9076, 2.5551, -6.8513)  0.0000
H (-0.6980, 3.1860, -7.2764)  0.0000
H (-0.3584, 1.4412, -7.4182)  0.0000
H (-2.6227, 1.9200, -7.1678)  0.0000
H (-4.9007, 1.3839, -6.4380)  0.0001
H (-5.3761, 0.9933, -4.0365)  0.0000
H (-3.5635, 1.1662, -2.3804)  0.0001
H (-0.0789, 1.7922, -3.3702)  0.0001
H (-2.5677, 3.0526, -1.5875)  0.0000
H (-1.0634, 2.3169, 3.5408)  0.0017
H (-2.6330, 4.1774, 3.9642)  -0.0007
H (-3.9783, 5.1102, 2.1301)  0.0012
H (-5.5178, 5.0424, -1.1527)  0.0000
H (-4.7644, 6.0109, 0.1293)  0.0000
H (-5.6202, 4.4991, 0.5398)  0.0001
H (2.5150, 1.5895, -1.4013)  0.0001
H (4.0146, 0.1569, -2.7512)  0.0000
H (3.1129, -1.8556, -3.8636)  0.0000
H (0.7473, -2.4784, -3.5901)  0.0000
H (-2.7511, -1.7905, -2.7983)  0.0000
H (-1.3597, -2.8366, -3.1475)  0.0000
H (-1.5900, -1.3207, -4.0689)  0.0000
O (1.8604, 3.6991, 3.2413)  0.0096
As (2.1235, 2.3189, 2.1879)  0.0481
O (4.0493, 0.0369, 3.9324)  0.0020
O (-0.4738, -0.0904, 2.2656)  -0.0639
C (3.8104, 3.0327, 1.4649)  0.0147
C (5.0998, 2.7686, 1.9098)  0.0007
C (6.1788, 3.2551, 1.1838)  0.0002
C (5.9853, 3.9973, 0.0241)  -0.0003
C (4.7015, 4.2939, -0.4082)  0.0011
C (3.6372, 3.8048, 0.3251)  0.0028
S (1.9498, 4.1332, -0.1013)  0.0021
O (1.7308, 3.9320, -1.5060)  0.0007
O (1.5414, 5.3707, 0.4771)  0.0012
O (1.2956, 2.9225, 0.6568)  0.0183
H (1.0026, 3.6508, 3.6902)  0.0001
H (5.2434, 2.2003, 2.8193)  0.0001
H (7.1858, 3.0347, 1.5139)  0.0001
H (6.8372, 4.3455, -0.5442)  0.0000
H (4.5179, 4.8792, -1.3005)  0.0001

- What is the multiplicity in the first record?
  1